[1]
Here is CH2N4O as an isolated structure in a non-equilibrium geometry from the OMol25 dataset. Energies are from ωB97M-V with the def2-TZVPD basis set.

Each line ends with the natural charge from an NBO analysis.
Positions of all 8 atoms, in Å:
N: 1.44588 0.06683 -0.15786  -0.797
C: 0.08885 0.13474 -0.28776  0.381
N: -0.74544 0.62238 -1.09525  -0.216
O: -2.24796 -0.02161 -0.25313  -0.196
N: -1.76651 -0.63378 0.72603  0.245
N: -0.56287 -0.68480 0.90956  -0.237
H: 1.73268 -0.21509 0.77094  0.411
H: 2.05537 0.73134 -0.61254  0.408

Its charge is 0.

---

[2]
Here is one molecule with the formula C2HN3OS2 from the OMol25 dataset. Energies are from ωB97M-V with the def2-TZVPD basis set.

Each line ends with the natural charge from an NBO analysis.
Positions of all 9 atoms, in Å:
C: 0.06592 -0.19514 -0.00627  0.103
C: -0.78225 0.86769 -0.00300  0.158
H: -0.64492 1.94520 0.01328  0.251
N: 1.49477 -0.22702 0.00371  -0.571
N: -1.91519 -1.01865 -0.00616  0.124
N: -0.71251 -1.32754 -0.00108  -0.161
O: -2.00502 0.38954 0.00330  -0.275
S: 2.24655 -1.67215 -0.00044  0.244
S: 2.25265 1.23808 -0.00333  0.127

The SMILES is S=[N+]([S-])c1conn1. Its charge is 0.

---

Asked for energy above the lowest of the compared OMol25 structures with the same formula, charge and spin across the records above, the calculation gives 2.8762, 1.4050 eV in order.
Asked for electronic energy across the records above, the calculation gives -9073.4219, -30274.2853 eV in order.